No. 1
52
Properties=species:S:1:pos:R:3:forces:R:3:mulliken_charge:R:1 method="wB97M-V/def2-TZVPD" energy_ha=-2701.9249 mol_weight_g_mol=527.77 e_lumo_ev=-5.19 charge=+1 homo_lumo_gap_ev=7.1966 max_force_ha_per_bohr=0.1577
C -3.250529 -1.738011 0.356283 7.05 0.55 -3.97 -0.110
C -2.227598 -1.705193 -0.490174 -5.25 0.16 5.00 -0.294
N -0.959101 -1.506441 -1.305799 -3.11 1.01 1.80 0.360
Cl -1.314739 -1.057856 -2.938330 -0.05 0.09 -0.75 0.153
P -0.108747 -3.119159 -1.219476 -0.66 -6.97 -1.40 0.416
O -0.751204 -4.163041 -2.184880 1.80 4.03 2.58 -0.561
P 0.058837 -0.303768 -0.408323 3.99 2.62 6.30 0.912
N 0.934685 -1.127860 0.664046 -2.13 1.02 -2.63 -0.601
O 1.131640 0.552717 -1.434277 -2.89 -2.22 0.94 -0.487
O -1.007946 0.721609 0.478042 1.68 -1.31 -2.82 -0.475
H -3.854604 -1.686431 1.350507 0.96 -0.32 -2.58 0.370
H 1.300564 -2.935236 -1.413030 -0.84 0.71 -0.09 0.204
H -0.268742 -3.586056 0.149973 0.02 1.11 -1.01 0.182
H 0.682314 -0.817222 1.635551 0.44 -0.74 -0.76 0.249
H 1.946629 -0.009655 -1.504518 -0.71 0.50 0.29 0.377
H -0.585876 0.923289 1.355681 -0.03 -0.38 -0.96 0.356
C 2.562924 1.399443 4.247707 -0.02 0.08 0.11 -0.309
C 3.653081 1.624669 4.982877 -0.31 0.15 -0.18 -0.409
C 4.477518 0.509274 5.492523 0.60 0.21 0.41 0.292
O 5.470873 0.712969 6.164747 -0.47 -0.13 -0.33 -0.518
C 4.048093 -0.864256 5.154612 -0.23 -0.31 -0.17 -0.405
C 2.957686 -1.088251 4.419247 0.10 -0.14 0.05 -0.321
C 2.134734 0.027407 3.910609 0.24 0.13 0.18 0.521
O 1.135948 -0.177354 3.234543 -0.16 0.19 0.09 -0.666
H 1.947419 2.204532 3.866951 0.07 -0.01 -0.01 0.430
H 3.981083 2.624761 5.238141 0.01 -0.03 -0.02 0.429
H 4.663511 -1.669986 5.535133 0.01 0.04 0.01 0.421
H 2.628846 -2.088086 4.163289 -0.01 0.02 0.00 0.424
C -6.502233 -3.739595 -4.807525 -0.22 -0.05 0.32 -0.417
C -6.724073 -3.681585 -3.492756 -0.10 -0.07 -0.30 -0.475
C -5.680078 -3.210898 -2.559696 -0.21 -0.05 0.48 0.388
O -5.880046 -3.158960 -1.357768 0.20 0.07 -0.31 -0.535
C -4.382437 -2.805622 -3.138041 0.17 0.03 -0.41 1.210
C -4.159977 -2.863267 -4.451866 0.17 0.14 0.47 -0.139
C -5.204119 -3.334158 -5.386057 -0.02 -0.10 -0.77 0.108
O -5.002518 -3.385142 -6.585211 -0.02 0.06 0.55 -0.521
H -7.255637 -4.082637 -5.505590 0.05 0.01 -0.02 0.424
H -7.669575 -3.974164 -3.052916 0.04 0.02 0.03 0.419
H -3.630267 -2.463092 -2.440033 -0.13 -0.10 -0.01 -0.791
H -3.214096 -2.570546 -4.891515 -0.02 -0.06 -0.08 0.384
C 1.687342 5.651303 -0.291654 -0.16 -0.05 0.37 -0.393
C 1.881947 5.058253 0.887787 -0.19 0.17 -0.19 -0.324
C 3.035316 4.162946 1.114577 0.09 -0.11 0.36 0.408
O 3.212806 3.618771 2.191611 -0.10 0.11 -0.32 -0.514
C 3.965406 3.951108 -0.014000 0.10 0.01 -0.31 -0.382
C 3.771088 4.544018 -1.193580 0.22 -0.27 0.20 -0.349
C 2.617501 5.439503 -1.420676 -0.08 0.35 -0.61 0.335
O 2.440425 5.982250 -2.495680 0.05 -0.27 0.46 -0.535
H 0.847290 6.309626 -0.475307 0.04 0.01 -0.03 0.424
H 1.210367 5.203536 1.725191 0.04 0.00 0.01 0.444
H 4.805511 3.292786 0.169880 0.00 0.02 0.04 0.456
H 4.442757 4.398756 -2.030832 -0.03 0.05 0.00 0.434

No. 2
46
Properties=species:S:1:pos:R:3:forces:R:3:mulliken_charge:R:1 method="wB97M-V/def2-TZVPD" energy_ha=-2021.3445 mol_weight_g_mol=415.90 e_lumo_ev=-0.26 homo_lumo_gap_ev=8.2972 smiles="O=C(Nc1ccc(Cl)cn1)[C@@H]1CCCN1S(=O)(=O)c1cccc2ccccc12" max_force_ha_per_bohr=0.0206
O 2.395472 -0.327557 -2.114598 0.28 0.05 -0.17 -0.689
C 1.408971 -0.592959 -1.463884 -0.30 0.19 0.32 -0.035
N 0.528826 -1.586598 -1.729770 -0.29 -0.08 0.10 0.092
C 0.586527 -2.530773 -2.744886 0.18 -0.29 -0.49 0.274
N -0.440726 -3.374172 -2.747020 -0.05 0.37 0.42 -0.486
C -0.499092 -4.319019 -3.661685 0.18 -0.19 -0.35 -0.528
C 0.479412 -4.471539 -4.634606 0.12 0.25 0.16 0.456
C 1.558090 -3.595419 -4.643649 -0.35 -0.15 0.14 -0.630
C 1.618902 -2.603669 -3.684353 0.03 0.06 0.05 -0.275
H 2.434590 -1.901631 -3.654015 0.00 0.01 0.01 0.478
H 2.332826 -3.690813 -5.388664 0.05 -0.02 -0.06 0.433
Cl 0.358143 -5.726534 -5.812892 -0.05 -0.15 -0.11 -0.215
H -1.356382 -4.975626 -3.614757 -0.03 -0.13 -0.11 0.395
H -0.284223 -1.688673 -1.116954 0.25 0.00 -0.19 0.297
C 1.005201 0.215431 -0.211868 0.08 0.45 -0.66 1.019
N 0.793374 -0.694231 0.905562 -0.98 -0.24 0.31 -0.063
S -0.757773 -0.968857 1.432963 0.59 -0.15 -0.06 1.541
O -1.518678 -1.255110 0.244885 -0.20 0.34 0.12 -0.841
O -0.679105 -1.971462 2.448391 0.11 0.24 0.21 -0.795
C -1.246337 0.578944 2.202821 0.27 -0.77 0.01 0.074
C -0.930447 0.670786 3.531224 -0.08 -0.20 0.00 -0.638
C -1.080253 1.884662 4.217274 -0.07 0.28 -0.05 -0.798
C -1.525174 2.990499 3.547914 0.08 -0.17 0.18 -0.846
C -1.881280 2.920422 2.184460 0.06 -0.33 -0.20 0.686
C -2.363182 4.051455 1.492266 -0.08 0.07 -0.18 -0.817
C -2.730251 3.965544 0.178964 0.01 0.18 0.22 -0.632
C -2.652608 2.736820 -0.493611 0.10 -0.25 0.04 -0.737
C -2.182251 1.619977 0.142013 -0.21 0.17 -0.32 -0.525
C -1.759881 1.682884 1.487396 -0.15 0.44 -0.07 0.680
H -2.165200 0.668036 -0.364061 -0.02 0.07 -0.08 0.707
H -2.976003 2.673966 -1.521629 -0.03 -0.04 -0.09 0.436
H -3.097681 4.835986 -0.343487 -0.03 0.09 -0.01 0.390
H -2.442527 4.986943 2.026761 -0.01 0.10 0.04 0.403
H -1.622984 3.938235 4.057320 -0.02 0.09 0.06 0.388
H -0.830100 1.936634 5.265679 0.01 0.02 0.08 0.422
H -0.585534 -0.214991 4.041027 0.05 -0.03 0.10 0.615
C 1.834481 -0.522823 1.906561 0.43 -0.21 0.69 -0.559
C 2.925782 0.270024 1.190778 -0.22 -0.02 -0.03 -0.606
H 3.541264 0.839064 1.883667 0.04 -0.05 0.02 0.429
C 2.126064 1.154020 0.235681 -0.03 -0.14 -0.09 -1.040
H 2.715018 1.485579 -0.616790 -0.07 0.05 0.03 0.429
H 1.713109 2.019162 0.756342 -0.06 0.00 0.01 0.323
H 3.561330 -0.402044 0.615397 0.07 -0.02 0.01 0.279
H 2.163121 -1.502609 2.254784 0.03 0.12 0.08 0.307
H 1.446303 0.041564 2.764192 0.12 -0.02 -0.02 0.281
H 0.080867 0.750469 -0.451142 0.16 0.01 -0.06 -0.077

No. 3
49
Properties=species:S:1:pos:R:3:forces:R:3:mulliken_charge:R:1 method="wB97M-V/def2-TZVPD" energy_ha=-1935.9130 mol_weight_g_mol=453.44 e_lumo_ev=-0.57 homo_lumo_gap_ev=8.3286 smiles="CCC(=O)O[C@H](CC)c1nc2c(C(F)(F)F)cccc2c(O)c1C(=O)Nc1nccs1" max_force_ha_per_bohr=0.0911
O -1.157496 -1.759864 2.018588 -1.99 -0.22 0.05 -0.731
O 0.293213 2.828676 -1.061300 -1.46 -0.07 0.13 -0.590
F 2.582587 -1.943421 -5.667903 0.48 -0.89 -1.37 -0.283
F 2.439950 -0.179089 -4.508987 -0.77 -0.55 0.06 -0.295
F 0.626119 -1.305688 -5.053214 -0.76 0.44 -0.79 -0.248
N -0.044907 1.738763 3.658412 0.21 1.60 1.16 -0.341
N 0.213369 -0.942002 -2.229786 0.90 0.46 -0.27 -0.733
O 1.275422 -2.975789 1.235151 -1.85 0.15 1.15 -0.653
O -1.293640 1.578511 -0.011777 -0.22 0.15 -1.30 -0.349
S -1.760988 -0.091139 4.465393 1.11 0.63 -1.50 -0.099
C -0.610724 -0.848550 1.429569 4.15 -1.85 0.63 -0.489
C -0.544333 2.731230 -0.179947 3.51 -0.81 -0.14 0.483
C -0.540988 0.642729 3.298176 -0.52 -1.66 0.65 0.324
C -0.627383 2.128063 4.831824 0.71 1.84 -0.37 -0.593
C -1.551504 1.361780 5.371886 -0.84 -0.49 1.08 -0.168
C -0.250472 -0.485726 -1.070030 1.36 -1.20 -1.07 -0.006
C 2.972765 -3.256200 -3.440787 -1.14 0.78 1.54 -0.707
C 3.355318 -3.964819 -2.321746 -1.16 -0.45 2.08 -0.803
C 0.134198 -1.141654 0.149991 -0.60 -0.05 -1.28 0.864
C 1.969827 -2.250277 -3.387367 1.97 -0.38 -3.73 0.053
C 2.658668 -3.662789 -1.149967 0.04 1.58 0.15 -0.606
C 1.050334 -2.235939 0.120001 -2.01 0.78 1.22 0.828
C 1.216577 -1.900484 -2.295713 -0.23 -0.42 3.95 0.100
C 1.679601 -2.622394 -1.083696 -0.31 0.31 -1.82 0.384
N 0.012167 0.123334 2.152314 -1.15 0.11 -1.02 0.100
C 1.883371 -1.429739 -4.696112 0.31 0.71 2.64 0.933
C 0.799485 4.145692 1.610231 0.19 0.92 -0.45 -1.255
C -3.755870 -0.013141 -0.362553 0.27 0.25 2.06 -1.070
C -0.482364 3.679740 1.031280 -4.20 -2.06 -0.22 0.006
C -1.317028 0.630204 -1.220531 0.74 0.54 2.41 0.252
C -2.669840 0.001139 -1.389125 -1.94 0.54 -2.25 -0.757
H 0.457460 -2.939469 1.888371 2.10 0.28 -1.95 0.434
H -0.434842 3.113173 5.202958 0.39 0.32 0.22 0.395
H -2.062728 1.719914 6.265055 -0.22 -0.81 -0.31 0.393
H 3.559616 -3.559250 -4.252787 0.17 0.54 -1.82 0.457
H 4.124639 -4.759123 -2.328804 -0.52 0.72 -0.11 0.375
H 2.944284 -3.965926 -0.164920 0.27 -0.88 0.22 0.491
H 0.639502 0.747142 1.640091 -0.47 -0.08 0.45 0.289
H 1.451798 3.365166 1.917090 0.45 -0.79 0.28 0.312
H 1.326900 4.755094 0.869880 0.01 0.11 0.30 0.385
H 0.525873 4.731731 2.498374 0.37 0.01 -0.28 0.307
H -3.790724 0.977567 0.128890 -0.09 -0.66 0.26 0.199
H -4.760206 -0.180540 -0.774444 0.50 -0.20 -0.12 0.402
H -3.491071 -0.852005 0.339521 -0.72 1.09 -0.05 0.209
H -1.131173 4.533764 0.736391 0.32 -0.36 0.36 0.380
H -1.099037 3.024844 1.732175 0.74 1.42 -0.11 0.101
H -1.132248 1.272545 -2.056349 0.71 -0.09 -0.46 0.700
H -2.528544 -1.035432 -1.588476 0.39 -0.75 -0.85 0.262
H -3.154933 0.469653 -2.295292 0.80 -0.56 0.59 0.357

No. 4
50
Properties=species:S:1:pos:R:3:forces:R:3:mulliken_charge:R:1 method="wB97M-V/def2-TZVPD" energy_ha=-1606.1915 mol_weight_g_mol=445.40 e_lumo_ev=-0.08 homo_lumo_gap_ev=8.6990 smiles="Cc1cc(-n2nc(CO)cc2NC(=O)c2ccc(C(F)(F)F)c(-c3ccn(C)n3)c2)n[nH]1" max_force_ha_per_bohr=0.0992
O -2.411867 3.034129 1.289301 1.00 -0.10 -1.39 -0.648
F -5.135329 -3.434957 0.626352 2.18 0.51 0.24 -0.287
F -3.368549 -4.111894 -0.438115 -0.08 -0.77 0.82 -0.250
F -3.304249 -3.893898 1.863181 -1.06 0.66 -2.77 -0.262
N -0.661158 -3.727488 0.780746 0.31 -1.69 0.68 -0.470
N 3.048620 1.736995 -2.096904 1.23 0.57 -2.46 -0.870
N 2.172563 4.117026 -0.584566 2.41 0.92 -0.39 -1.383
O 2.379603 6.339726 1.820254 1.28 -1.61 0.59 -0.556
C -1.936149 2.240784 0.483955 -0.28 0.11 1.45 -0.206
C -0.620560 -2.430704 0.993060 0.76 -0.05 -0.43 0.449
C 1.979863 1.836754 -1.378653 -1.01 -1.26 -0.02 0.545
C 1.454757 5.012140 0.013644 -2.77 -1.30 0.51 0.485
C 0.096527 4.496027 0.226822 2.30 0.02 -0.74 -0.485
C 0.738087 -2.065204 1.316610 -1.66 -2.65 -0.55 -0.804
C 1.377444 0.551048 -1.387217 -0.89 -2.35 1.43 0.588
C 0.129433 3.251951 -0.310688 1.00 0.28 -0.48 0.056
C 1.431182 -3.257870 1.341143 -0.22 1.81 0.48 -0.987
C 2.115368 -0.386695 -2.157324 -1.95 4.44 0.82 -0.503
C -3.667266 0.504901 0.248060 -2.24 -1.25 -0.76 -0.516
C -1.503939 -0.214167 0.689820 0.64 1.51 0.98 0.002
C -4.089620 -0.845656 0.225468 2.23 -1.13 0.22 -1.152
C -2.374948 0.852918 0.441555 -0.30 -2.36 0.48 0.335
C -1.819186 -1.557890 0.699049 0.47 -1.40 -0.18 0.423
C -3.135360 -1.994119 0.388579 -2.53 4.25 1.26 -0.151
N 3.018944 0.493723 -2.674242 1.63 -1.44 0.01 0.225
N -0.896356 2.321652 -0.387231 0.98 0.12 -0.62 -0.134
N 1.449680 3.050482 -0.813025 -2.01 -2.02 0.36 0.945
N 0.579031 -4.255275 1.098927 -0.88 0.16 -0.99 0.326
C 1.949861 -1.837924 -2.446568 -0.89 -0.22 -1.48 -1.288
C 1.899703 6.339069 0.458127 3.89 -2.61 0.83 -0.717
C -3.742970 -3.364983 0.608385 0.09 -0.39 0.82 1.028
C 0.865535 -5.698126 1.029277 0.17 0.82 1.56 -0.979
H 3.100308 5.619240 1.965775 -2.01 1.86 -0.79 0.345
H -0.705421 4.982782 0.693363 -0.92 0.41 0.43 0.534
H 1.172626 -1.196817 1.617042 0.86 2.48 0.51 0.787
H 0.796075 0.128010 -0.596891 -0.98 0.21 0.14 0.338
H 2.481077 -3.244609 1.556763 0.25 -0.98 0.11 0.480
H -4.428168 1.270861 0.070574 0.24 -0.23 0.17 0.448
H -0.552537 0.080461 1.158953 -0.16 -0.33 -0.75 0.745
H -5.153869 -0.955078 0.096367 -0.04 -0.69 -0.05 0.378
H 3.775925 0.150453 -3.272699 -0.15 0.99 0.49 0.249
H -0.760752 1.466900 -0.941690 0.18 0.83 0.34 0.334
H 1.591540 -2.093942 -3.495754 0.73 0.81 0.93 0.310
H 2.944284 -2.192438 -2.328872 0.76 -1.19 0.04 0.417
H 1.220445 -2.432654 -1.864406 0.58 0.90 0.45 0.159
H 2.745425 6.623962 -0.151881 -0.11 0.58 -0.58 0.329
H 1.090047 6.934916 0.419908 -2.38 2.58 -0.07 0.379
H -0.029103 -6.204741 0.844741 -1.62 -0.48 -0.51 0.382
H 1.530879 -5.939145 0.224007 0.68 -0.01 -0.13 0.322
H 1.162523 -6.100637 2.036918 0.29 0.65 -1.05 0.300